14
Properties=species:S:1:pos:R:3:forces:R:3 method="wB97M-V/def2-TZVPD" total_charge=0 total_energy_ev=-8369.759 homo_energy_ev=-8.82 multiplicity=1 relative_energy_ev=3.522
C -0.6108 1.9368 0.7275 -0.026 0.107 -0.001
C -0.2241 0.4895 1.0299 0.265 0.275 -0.049
O -1.3898 -0.2615 1.2931 0.028 -0.208 -0.119
C 0.6977 0.0101 -0.0620 -0.411 -0.358 0.090
O 0.2054 -1.1072 -0.5348 0.243 0.424 0.160
C 0.9548 -1.7212 -1.5947 0.124 -0.151 -0.225
H 0.2803 2.5435 0.5448 -0.127 -0.086 0.049
H -1.1698 2.3542 1.5688 0.071 -0.078 -0.104
H -1.2507 1.9708 -0.1602 0.093 -0.004 0.107
H 0.4336 0.4887 1.9200 -0.074 -0.014 -0.096
H -1.3033 -1.0942 0.8090 -0.106 0.073 0.109
H 0.4023 -1.5832 -2.5264 0.064 -0.033 0.126
H 1.0414 -2.7848 -1.3656 -0.012 0.142 -0.022
H 1.9331 -1.2416 -1.6493 -0.131 -0.090 -0.024